No. 1
63
Properties=species:S:1:pos:R:3 method="wB97M-V/def2-TZVPD" charge=0 lumo_energy_ev="0.01 / -0.27" fmax_ha_per_bohr=0.024 orbital_gap_ev="6.7 / 8.1" spin_multiplicity=2 energy_ha=-4493.1365 de_lowest_kj_mol=159.0 s2=0.753
K -0.053 1.970 -0.864
O 4.336 -0.118 0.218
C 3.204 0.597 0.070
O 2.722 0.806 -1.020
C 2.643 1.088 1.368
C 3.336 1.005 2.571
C 2.721 1.555 3.692
C 1.474 2.138 3.567
C 0.832 2.135 2.321
N 1.424 1.621 1.250
C -0.606 2.715 2.178
O -0.957 3.473 3.074
O -1.208 2.310 1.155
H 4.622 -0.394 -0.664
H 4.310 0.546 2.630
H 3.228 1.523 4.648
H 0.949 2.598 4.392
C -3.805 0.467 0.055
Ge -2.035 -0.325 0.361
C -1.963 -1.054 2.193
C -3.074 -1.757 2.654
C -3.102 -2.318 3.921
C -2.010 -2.181 4.761
C -0.899 -1.481 4.322
C -0.883 -0.927 3.054
C -1.709 -1.792 -0.919
C -2.663 -2.120 -1.851
C -2.439 -3.085 -2.855
C -1.242 -3.731 -2.925
C -0.219 -3.440 -1.984
C 1.028 -4.107 -2.041
C 2.009 -3.831 -1.133
C 1.782 -2.867 -0.132
C 0.592 -2.204 -0.067
C -0.450 -2.471 -0.984
H -4.609 -0.239 0.264
H -3.926 0.812 -0.970
H -3.901 1.318 0.721
H -3.946 -1.877 2.023
H -3.980 -2.858 4.252
H -2.026 -2.614 5.752
H -0.043 -1.362 4.975
H -0.005 -0.378 2.746
H -3.625 -1.620 -1.831
H -3.227 -3.307 -3.563
H -1.047 -4.476 -3.685
H 1.177 -4.850 -2.814
H 2.954 -4.356 -1.177
H 2.557 -2.661 0.595
H 0.436 -1.469 0.716
C 0.496 5.745 -3.857
S 0.597 4.148 -3.050
C 2.361 3.851 -3.136
H 1.090 6.495 -3.336
H -0.545 6.061 -3.834
H 0.816 5.690 -4.898
H 2.702 3.771 -4.168
H 2.570 2.907 -2.634
H 2.917 4.639 -2.630
N -0.485 0.258 -3.158
H 0.483 -0.056 -3.167
H -0.647 0.668 -4.072
H -1.042 -0.585 -3.079

***

No. 2
103
Properties=species:S:1:pos:R:3 method="wB97M-V/def2-TZVPD" charge=0 lumo_energy_ev=-2.19 fmax_ha_per_bohr=0.157 orbital_gap_ev=6.0 energy_ha=-2563.4788
C 0.635 0.703 -2.431
C 2.254 0.711 -2.851
C 3.089 -0.172 -1.702
C 3.718 -1.583 -2.344
C 4.205 0.721 -0.888
C 4.010 0.979 0.753
C 2.714 0.417 1.618
O 2.642 -0.826 2.119
O 1.537 1.304 1.873
C 5.112 1.869 1.642
C 4.843 2.124 3.258
O 4.793 0.846 4.041
C 3.904 1.198 5.194
C 6.405 2.445 0.808
C 7.542 3.314 1.640
N 7.209 4.798 1.628
C 6.502 2.140 -0.800
N 5.438 1.339 -1.581
C 5.717 1.201 -3.079
O 4.923 2.174 -3.900
O 5.268 2.072 -5.153
H 0.015 1.526 -2.987
H 0.539 0.949 -1.268
H 0.164 -0.388 -2.546
H 2.330 0.206 -3.916
H 2.557 1.852 -2.848
H 2.238 -0.550 -0.954
H 3.059 -2.528 -2.074
H 3.770 -1.431 -3.527
H 4.834 -1.673 -1.989
H 3.757 2.605 3.381
H 5.631 2.872 3.743
H 4.056 2.328 5.527
H 4.156 0.531 6.130
H 2.793 1.040 4.804
H 8.604 3.077 1.192
H 7.589 2.951 2.775
H 6.203 4.849 1.934
H 7.260 5.102 0.627
H 7.433 2.593 -1.391
H 6.852 1.519 -3.269
H 5.634 0.097 -3.475
H 5.656 1.174 -5.370
C -3.360 -4.896 -2.280
C -2.934 -3.499 -2.695
O -1.552 -3.484 -3.075
C -1.286 -3.911 -4.333
O -2.107 -4.291 -5.154
O 0.058 -3.861 -4.519
C 0.483 -4.345 -5.792
H -2.693 -5.287 -1.505
H -4.385 -4.891 -1.898
H -3.309 -5.591 -3.124
H -3.037 -2.818 -1.844
H -3.567 -3.106 -3.500
H -0.048 -3.842 -6.606
H 0.339 -5.428 -5.847
H 1.551 -4.132 -5.896
C -1.302 1.423 1.649
C -1.508 0.352 2.706
O -2.702 0.607 3.456
C -3.859 0.212 2.870
O -3.964 -0.336 1.783
O -4.885 0.550 3.691
C -6.174 0.244 3.162
H -1.326 2.420 2.101
H -0.344 1.286 1.140
H -2.099 1.395 0.899
H -0.675 0.376 3.416
H -1.527 -0.652 2.266
H -6.239 -0.806 2.858
H -6.399 0.906 2.321
H -6.913 0.420 3.949
C 1.021 4.428 4.069
C 1.432 4.629 2.621
O 0.867 5.839 2.099
C 1.528 6.979 2.417
O 2.545 7.058 3.089
O 0.852 8.023 1.874
C 1.411 9.298 2.187
H -0.068 4.478 4.171
H 1.369 3.460 4.439
H 1.436 5.213 4.709
H 1.039 3.807 2.014
H 2.522 4.622 2.506
H 2.475 9.339 1.931
H 1.259 9.523 3.246
H 0.887 10.052 1.593
C -10.529 -8.195 -1.401
C -9.179 -8.098 -2.091
O -8.793 -6.728 -2.253
C -8.247 -6.140 -1.161
O -8.055 -6.670 -0.078
O -7.966 -4.849 -1.474
C -7.440 -4.092 -0.385
H -11.275 -7.594 -1.930
H -10.871 -9.233 -1.363
H -10.477 -7.810 -0.378
H -9.252 -8.530 -3.094
H -8.409 -8.663 -1.552
H -6.572 -4.589 0.061
H -8.218 -3.925 0.365
H -7.117 -3.122 -0.772

***

No. 3
94
Properties=species:S:1:pos:R:3 method="wB97M-V/def2-TZVPD" charge=+1 lumo_energy_ev=-4.19 fmax_ha_per_bohr=0.086 orbital_gap_ev=7.7 energy_ha=-3210.8283
C 0.216 -5.027 -5.316
C 0.751 -3.673 -5.795
O 1.759 -3.669 -6.394
O 0.072 -2.484 -5.577
C 0.692 -1.669 -4.564
C -0.431 -0.912 -3.807
C -0.857 -1.567 -2.425
S -0.687 -3.416 -2.480
N 0.045 -1.040 -1.416
C -0.571 -0.443 -0.233
O -0.821 0.936 -0.542
C 0.533 -0.461 0.906
C 0.877 1.045 1.326
C -0.158 1.667 2.352
O 1.297 1.200 2.655
C -1.861 -1.164 0.265
I -1.483 -3.151 1.099
C -2.596 -0.354 1.418
N -2.200 -0.791 2.772
N -2.880 -1.372 -0.829
C -2.362 -1.245 -2.237
O -2.770 0.033 -2.726
N -3.997 -0.168 -3.442
O -4.091 0.591 -4.306
H 0.399 -5.822 -6.049
H 0.674 -5.326 -4.358
H -0.873 -4.997 -5.129
H 1.286 -0.902 -5.098
H 1.398 -2.215 -3.921
H -1.285 -0.857 -4.504
H -0.133 0.136 -3.625
H -1.783 -3.839 -3.166
H 0.742 -0.430 -1.825
H -1.762 1.131 -0.645
H 1.479 -0.896 0.566
H 0.163 -0.836 1.869
H 1.281 1.724 0.558
H 0.056 2.658 2.774
H -0.525 1.053 3.184
H -2.467 0.734 1.304
H -3.693 -0.537 1.357
H -2.303 0.040 3.358
H -2.922 -1.413 3.132
H -3.308 -2.300 -0.716
H -3.654 -0.699 -0.737
H -2.920 -1.980 -2.839
C 4.109 0.118 2.476
O 5.286 0.399 3.232
C 6.006 1.421 2.759
O 5.741 2.081 1.789
O 7.070 1.576 3.550
C 7.944 2.641 3.163
H 3.608 -0.724 2.950
H 3.437 0.970 2.483
H 4.369 -0.161 1.453
H 7.423 3.597 3.197
H 8.353 2.461 2.169
H 8.763 2.663 3.878
C -6.850 0.667 -3.109
O -7.913 -0.262 -2.911
C -8.644 -0.012 -1.821
O -8.440 0.886 -1.040
O -9.611 -0.920 -1.746
C -10.475 -0.773 -0.614
H -6.323 0.375 -4.008
H -7.244 1.673 -3.253
H -6.154 0.644 -2.268
H -10.989 0.187 -0.645
H -9.915 -0.878 0.314
H -11.215 -1.567 -0.667
C 8.981 -0.903 3.639
O 10.204 -0.223 3.933
C 11.285 -1.008 3.928
O 11.300 -2.189 3.703
O 12.347 -0.250 4.216
C 13.585 -0.963 4.245
H 8.184 -0.162 3.674
H 9.014 -1.338 2.640
H 8.779 -1.672 4.384
H 13.801 -1.400 3.271
H 13.567 -1.734 5.015
H 14.365 -0.246 4.487
C -7.161 2.802 0.126
O -5.961 2.999 0.895
C -5.173 3.977 0.447
O -5.384 4.674 -0.510
O -4.101 4.047 1.248
C -3.162 5.063 0.882
H -7.708 1.992 0.585
H -7.782 3.698 0.146
H -6.918 2.528 -0.893
H -3.623 6.048 0.934
H -2.764 4.879 -0.116
H -2.345 5.022 1.598

***

No. 4
12
Properties=species:S:1:pos:R:3 method="wB97M-V/def2-TZVPD" charge=0 lumo_energy_ev=0.78 fmax_ha_per_bohr=0.011 orbital_gap_ev=10.8 energy_ha=-306.4644 de_lowest_kj_mol=110.1
O -2.303 0.895 -1.008
C -1.749 0.766 0.052
C -0.679 -0.267 0.313
C 0.616 0.126 -0.425
C 1.806 -0.686 0.047
O 2.052 -0.861 1.215
H -2.050 1.391 0.923
H -0.468 -0.335 1.373
H -1.025 -1.229 -0.056
H 0.864 1.172 -0.183
H 0.463 0.100 -1.500
H 2.472 -1.072 -0.751